[1]
The following is a DFT calculation (the ωB97M-V functional and the def2-TZVPD basis) of a molecular structure, C20H12Cl2F5N2O3Pt in a non-equilibrium geometry.

frontier orbital gap (alpha / beta)	7.43 / 7.43	eV
electronic energy	-2643.6268	Eh
HOMO (alpha / beta)	-4.807 / -4.806	eV
relative energy (zero: lowest compared OMol25 entry of this formula, charge and spin)	65.5	kJ/mol

Structure (ORCA input):
```
! wB97M-V def2-TZVPD RIJCOSX def2/J DEFGRID3
* xyz -1 1
Pt 1.4004 -0.2130 1.3731
C -0.6227 -2.6055 -0.4519
N 0.6337 -1.9305 -0.1893
C 1.6454 -2.2490 -0.8983
C 2.9238 -1.6863 -0.5891
C 4.1786 -1.8038 -1.1708
C 5.0426 -0.9910 -0.4190
C 4.2790 -0.4094 0.5876
N 3.0102 -0.8394 0.4873
C -1.7573 -1.7175 -0.9072
C -1.9519 -0.4370 -0.4060
C -3.0505 0.3148 -0.7951
C -3.9688 -0.1980 -1.7001
C -3.7794 -1.4729 -2.2131
C -2.6819 -2.2237 -1.8162
H -0.9284 -3.0969 0.4776
H -0.4833 -3.3976 -1.2011
H 1.5658 -2.9798 -1.7088
H 4.4250 -2.4085 -2.0296
H 6.0975 -0.8352 -0.5768
H 4.5746 0.2688 1.3708
H -1.2331 -0.0191 0.2860
H -3.1823 1.3115 -0.3924
H -4.8191 0.3961 -2.0101
H -4.4816 -1.8819 -2.9292
H -2.5372 -3.2188 -2.2231
Cl -1.1526 -1.9519 3.2312
C -0.3988 -0.5033 3.9225
Cl -0.4276 0.8419 2.7153
C 1.0794 -0.7414 4.3288
O 1.2805 -0.7643 5.5337
O 1.9060 -0.9000 3.3836
H -1.0066 -0.2016 4.7651
F -2.4657 4.9655 -1.3148
C -1.4865 4.1024 -0.9868
C -0.8201 4.2166 0.2185
F -1.1492 5.2055 1.0652
C 0.1874 3.3291 0.5495
F 0.8231 3.5049 1.7207
C 0.5799 2.2686 -0.2901
O 1.5455 1.4526 -0.0088
C -0.1192 2.2013 -1.5134
F 0.2021 1.2408 -2.3899
C -1.1202 3.0882 -1.8548
F -1.7564 2.9682 -3.0307
*
```

---

[2]
The following is a DFT calculation (the ωB97M-V functional and the def2-TZVPD basis) of a molecular structure, C28H37BrN13O2S2TeTi.

frontier orbital gap (alpha / beta)	7.49 / 7.83	eV
electronic energy	-6439.1070	Eh
⟨S²⟩	0.754
HOMO (alpha / beta)	-12.677 / -12.672	eV
relative energy (zero: lowest compared OMol25 entry of this formula, charge and spin)	88.9	kJ/mol

Structure (ORCA input):
```
! wB97M-V def2-TZVPD RIJCOSX def2/J DEFGRID3
* xyz 2 2
Ti 0.3629 -0.2987 0.2452
N 0.2304 4.7712 -0.5208
C 0.3229 3.5913 0.4178
C -0.9159 3.5003 1.2894
C -0.8782 2.1831 2.0653
N -1.1432 1.0415 1.1395
C 0.4421 1.9966 2.8197
C 1.6997 2.2910 1.9957
N 2.0039 1.2243 0.9980
C 1.5654 3.6427 1.2877
H -0.6508 4.7382 -1.0455
H 1.0003 4.7373 -1.2052
H 0.2804 5.6652 -0.0245
H 0.3724 2.7333 -0.2628
H -1.8292 3.5588 0.6962
H -0.9257 4.3244 2.0091
H -1.6843 2.2104 2.8026
H -1.8027 1.3098 0.3991
H -1.6518 0.3324 1.6728
H 0.4881 0.9867 3.2334
H 0.4390 2.6804 3.6710
H 2.5434 2.3654 2.6853
H 2.5598 0.5173 1.4764
H 2.6070 1.6095 0.2686
H 2.4681 3.8681 0.7172
H 1.4496 4.4159 2.0526
N -3.5875 3.1304 -0.7908
C -3.1243 2.4561 -1.9019
N -2.8174 3.1903 -2.9591
C -2.4804 2.4644 -4.0379
N -2.1138 3.1218 -5.1399
N -2.5065 1.1187 -4.1056
C -2.7443 0.5259 -2.9569
N -3.0082 1.1293 -1.7893
C -2.7567 -0.9692 -2.9994
C -3.9642 -1.6510 -3.0225
C -3.9347 -3.0249 -3.1884
C -2.7059 -3.6520 -3.3352
C -1.5598 -2.8742 -3.2904
N -1.5706 -1.5545 -3.1207
H -3.9492 4.0489 -1.0073
H -4.2156 2.5805 -0.2209
H -2.2062 4.1214 -5.1772
H -1.9386 2.5993 -5.9809
H -4.8980 -1.1173 -2.9172
H -4.8533 -3.5942 -3.2212
H -2.6356 -4.7177 -3.4988
H -0.5847 -3.3356 -3.4145
C 2.7056 -4.9796 -0.5015
C 1.2969 -4.6321 -0.2155
N 0.3575 -5.4400 0.1698
N -0.7302 -4.6379 0.3720
C -0.4932 -3.3523 0.1370
S -1.5385 -2.0170 0.2823
N 0.7997 -3.3444 -0.2710
N 1.4955 -2.1597 -0.5469
H 2.7994 -6.0615 -0.5386
H 3.3457 -4.5971 0.2961
H 3.0318 -4.5638 -1.4548
H -1.5960 -5.0345 0.7049
H 1.6530 -2.0985 -1.5551
H 2.3790 -2.2109 -0.0266
Br -2.5833 -1.1706 5.9354
C -1.0100 -2.0674 5.4153
C -0.4438 -3.0206 6.2496
C 0.7168 -3.6729 5.8523
C 1.3117 -3.3714 4.6383
C 0.7357 -2.4072 3.8151
C -0.4300 -1.7571 4.1994
C 1.4019 -2.0840 2.5338
O 2.3222 -2.7273 2.0576
O 0.9252 -1.0221 1.9004
H -0.9061 -3.2512 7.1988
H 1.1576 -4.4190 6.4985
H 2.2170 -3.8686 4.3219
H -0.8982 -1.0357 3.5424
Te 0.7260 0.7997 -2.3191
C 2.6690 1.6001 -2.3293
C 3.7886 0.9785 -2.8049
C 4.9203 1.8397 -2.9102
C 4.6531 3.1178 -2.5366
S 3.0142 3.2555 -2.0521
H 3.8039 -0.0599 -3.0984
H 5.8885 1.5158 -3.2574
H 5.3155 3.9646 -2.5106
*
```

---

[3]
The following is a DFT calculation (the ωB97M-V functional and the def2-TZVPD basis) of 10 unconnected molecules or ions with the total composition C34H59F2IN2O11S4 in a non-equilibrium geometry.

frontier orbital gap	7.42	eV
electronic energy	-4357.6511	Eh
HOMO	-7.810	eV
relative energy (zero: lowest compared OMol25 entry of this formula, charge and spin)	155.1	kJ/mol

Structure (ORCA input):
```
! wB97M-V def2-TZVPD RIJCOSX def2/J DEFGRID3
* xyz 0 1
C -0.2889 5.8475 1.1386
C 1.1402 5.7028 0.6328
O 2.0357 6.4971 1.0135
N 1.5871 4.5142 -0.1592
H 2.5045 4.6084 -0.6020
H 1.6605 3.5708 0.4739
C 0.6795 4.2783 -1.3887
H -0.3761 6.4035 1.8688
H -0.8295 5.0987 1.3708
H -0.9317 6.3285 0.3917
H -0.3888 4.0928 -1.2502
H 1.2906 3.3718 -1.9326
H 0.6551 5.0832 -2.0804
C -0.7380 0.3693 3.2426
C -0.0276 -0.3758 2.0499
O 0.5385 -1.4493 2.3711
N 0.0056 0.3503 0.7040
H -0.9919 0.8247 0.3699
H 0.5528 1.1847 0.7627
C 0.4859 -0.3568 -0.4532
H -0.6559 1.4325 3.0238
H -0.3538 0.3710 4.1797
H -1.6038 -0.1591 3.3386
H 0.5146 0.2633 -1.2961
H -0.1353 -1.2230 -0.8459
H 1.4504 -0.7231 -0.1271
I -2.8689 2.3643 -0.2131
O 1.5119 2.3063 1.3506
H 1.9621 2.2424 2.2510
F 3.1341 3.4267 8.1463
C 3.0126 3.8089 6.7886
C 3.5342 5.0030 6.3902
C 3.4660 5.3832 5.0025
C 2.7287 4.5050 4.1927
C 2.1307 3.3332 4.6003
C 2.2004 3.0213 5.9128
H 4.0374 5.6054 7.3372
H 3.7504 6.3598 4.5397
H 2.5314 4.6509 3.0987
H 1.2950 2.7683 3.8164
H 1.7647 2.1005 6.2858
F -3.8736 -1.2807 4.3929
C -5.0227 -1.0935 3.7123
C -5.0348 -0.4727 2.3888
C -6.2237 -0.1177 1.7405
C -7.4836 -0.4484 2.3914
C -7.5264 -1.0911 3.6525
C -6.3438 -1.4133 4.3353
H -4.2108 0.0711 2.0901
H -6.1564 0.6508 0.8949
H -8.4933 -0.2141 2.0650
H -8.4213 -1.1873 4.0010
H -6.3765 -1.7428 5.2309
C 0.5612 1.1699 -4.6781
C 1.2818 0.4226 -5.8236
C 0.7760 -0.8875 -5.4996
S -0.9280 -0.6739 -5.4171
O -1.5287 -1.5422 -4.4888
O -1.4433 -0.7413 -6.7261
C -0.8353 0.9989 -4.8543
H 0.6939 2.1954 -4.8991
H 0.8072 0.7928 -3.7392
H 2.3034 0.3656 -5.6203
H 1.1267 0.7828 -6.9230
H 1.2594 -1.4574 -4.6917
H 0.8801 -1.5850 -6.3449
H -1.4421 1.1210 -3.9377
H -1.2785 1.5994 -5.6743
C -5.3948 -3.7362 -0.0849
C -4.7387 -3.3638 -1.4450
C -3.6090 -2.7559 -1.3474
S -2.7469 -3.1303 0.1384
O -2.2123 -2.0486 0.9383
O -1.9027 -4.1952 -0.1640
C -4.1630 -3.8822 0.8495
H -5.9589 -4.6704 0.0417
H -6.2333 -2.9463 0.2158
H -5.5052 -2.9499 -2.1219
H -4.5592 -4.1963 -1.9361
H -3.8650 -1.7414 -1.1560
H -2.8593 -2.9556 -2.3196
H -4.4362 -3.3600 1.8587
H -4.0074 -4.6988 1.3438
C 4.0344 1.7867 -2.1153
C 4.5439 0.6585 -3.0984
C 4.3470 -0.6444 -2.5413
S 4.8419 -0.4099 -0.8834
O 6.1628 -0.8212 -0.7687
O 3.8199 -1.1005 -0.0298
C 4.6425 1.3771 -0.6407
H 2.9102 1.8218 -2.0692
H 4.2700 2.6774 -2.3725
H 5.5011 0.8397 -3.4532
H 3.8905 0.8330 -4.0830
H 4.8022 -1.4735 -3.0803
H 3.1152 -0.7957 -2.5960
H 5.3360 1.9969 -0.3689
H 3.9203 1.3125 0.0627
C 0.9508 -5.8551 -0.2999
C 2.2881 -5.2966 0.3628
C 2.5038 -4.0012 -0.0046
S 2.1502 -4.0777 -1.7714
O 3.3525 -4.3535 -2.3560
O 1.4225 -2.9605 -2.1555
C 1.0974 -5.5618 -1.7794
H -0.0733 -5.5634 0.1873
H 1.0599 -6.8714 -0.3622
H 3.0751 -5.9946 0.0287
H 2.1603 -5.4407 1.4828
H 3.5661 -3.6608 0.0872
H 1.7845 -3.2328 0.4078
H 1.5655 -6.2947 -2.4077
H 0.1136 -5.2698 -2.0674
*
```

---

[4]
The following is a DFT calculation (the ωB97M-V functional and the def2-TZVPD basis) of a molecular structure, C3H6NO5S2 in a non-equilibrium geometry.

frontier orbital gap	8.75	eV
electronic energy	-1345.3156	Eh
HOMO	-5.540	eV
relative energy (zero: lowest compared OMol25 entry of this formula, charge and spin)	58.8	kJ/mol

Structure (ORCA input):
```
! wB97M-V def2-TZVPD RIJCOSX def2/J DEFGRID3
* xyz -1 1
C -1.3450 -1.6581 -0.4758
C 0.4988 0.0923 2.2869
C -0.7890 -0.3596 1.4593
N -1.2628 -1.0810 -1.6727
O 2.5202 1.6501 -2.4602
O -1.9388 -2.6310 -0.1114
O 0.2366 0.7945 -2.0505
O 1.6101 1.8906 -0.2101
O -0.3853 -1.0937 0.4084
S -2.2781 0.0898 1.8285
S 1.7038 0.8419 -1.5546
H 0.9995 0.9272 1.6756
H 1.2346 -0.7813 2.1682
H 0.4364 0.5452 3.2602
H -1.7851 -1.5915 -2.3398
H 1.0068 2.5441 -0.2160
H -0.4627 -0.1796 -1.9961
*
```